DFT (the ωB97M-V functional and the def2-TZVPD basis) results for 6 unconnected molecules or ions with the total composition C37H81Cl2F4N3O8.

Results
Max |F| ... 2.96 eV Å⁻¹
2S+1 ... 1
Energy ... -96444.9806 eV
Structure (SMILES) ... CCCN(N)[C@@](CNC)(COC(F)(F)F)[C@](CC)(CCCOC)O[C@@](C)(/C(Cl)=C(/C)Cl)[C@@H](C)F.CC(C)O.CC(C)O.CC(C)O.CC(C)O.CC(C)O
Highest occupied orbital energy ... -0.307 Eh
Net charge ... 0

CARTESIAN COORDINATES (ANGSTROEM)
C1 -2.796 -1.964 2.516
C2 -3.158 -1.525 1.086
C3 -3.576 -0.036 0.993
N1 -2.519 0.839 0.458
N2 -1.269 0.466 0.979
C4 -2.776 2.285 0.517
C5 -4.219 2.662 0.904
N3 -5.279 2.263 -0.005
C6 -6.581 2.497 0.613
C7 -1.990 2.901 1.683
O1 -2.417 2.244 2.928
C8 -1.606 2.469 3.949
F1 -1.099 3.690 3.992
F2 -0.601 1.589 3.964
F3 -2.280 2.292 5.076
C9 -2.353 2.958 -0.852
C10 -0.869 2.615 -1.170
C11 0.234 3.452 -0.480
C12 -2.425 4.503 -0.822
C13 -3.781 5.207 -1.003
C14 -3.825 6.449 -0.091
O2 -3.819 6.099 1.284
C15 -2.784 6.734 2.007
O3 -3.178 2.303 -1.812
C16 -2.993 2.360 -3.179
C17 -2.563 3.707 -3.815
C18 -2.031 1.291 -3.809
Cl1 -0.888 1.778 -5.061
C19 -1.973 0.011 -3.527
C20 -1.035 -0.950 -4.197
Cl2 -2.979 -0.715 -2.317
C21 -4.367 2.092 -3.906
C22 -5.386 1.239 -3.159
F4 -5.002 3.293 -4.233
H1 -1.732 -2.158 2.655
H2 -3.069 -1.215 3.258
H3 -3.333 -2.866 2.801
H4 -4.034 -2.104 0.796
H5 -2.389 -1.773 0.361
H6 -3.926 0.236 1.990
H7 -4.392 -0.030 0.278
H8 -1.244 0.296 1.976
H9 -0.784 -0.222 0.429
H10 -4.487 2.251 1.872
H11 -4.267 3.745 1.078
H12 -5.276 2.736 -0.898
H13 -6.664 1.931 1.541
H14 -7.385 2.183 -0.050
H15 -6.716 3.564 0.853
H16 -0.920 2.758 1.618
H17 -2.247 3.945 1.812
H18 -0.672 2.784 -2.227
H19 -0.688 1.552 -1.061
H20 -0.047 4.022 0.400
H21 1.029 2.773 -0.169
H22 0.714 4.143 -1.169
H23 -1.794 4.847 -1.642
H24 -1.960 4.926 0.054
H25 -3.957 5.630 -1.990
H26 -4.671 4.637 -0.744
H27 -4.719 7.031 -0.332
H28 -2.943 7.056 -0.323
H29 -2.919 7.819 2.005
H30 -2.816 6.374 3.031
H31 -1.802 6.512 1.579
H32 -2.736 3.684 -4.883
H33 -1.509 3.935 -3.677
H34 -3.141 4.542 -3.438
H35 -1.061 -0.836 -5.273
H36 -1.389 -1.957 -3.982
H37 -0.032 -0.876 -3.781
H38 -4.150 1.623 -4.861
H39 -5.641 0.376 -3.771
H40 -6.307 1.802 -3.025
H41 -5.088 0.863 -2.189
C23 -3.644 2.224 9.479
C24 -4.421 1.053 8.895
C25 -3.551 -0.192 8.797
O4 -4.916 1.399 7.603
H42 -2.793 2.477 8.842
H43 -4.277 3.110 9.538
H44 -3.273 1.994 10.480
H45 -5.292 0.844 9.517
H46 -2.696 -0.013 8.139
H47 -4.118 -1.021 8.371
H48 -3.177 -0.492 9.777
H49 -4.158 1.588 7.036
C26 2.672 1.422 -2.727
C27 2.708 0.578 -1.463
C28 4.081 0.581 -0.818
O5 2.334 -0.771 -1.771
H50 3.370 1.034 -3.474
H51 1.677 1.391 -3.173
H52 2.930 2.461 -2.518
H53 1.970 0.955 -0.753
H54 4.829 0.159 -1.495
H55 4.073 -0.037 0.078
H56 4.394 1.589 -0.542
H57 2.979 -1.119 -2.399
C29 4.641 -3.790 0.055
C30 3.535 -3.470 1.049
C31 2.196 -4.022 0.584
O6 3.437 -2.057 1.222
H58 4.426 -3.336 -0.918
H59 5.594 -3.383 0.395
H60 4.753 -4.867 -0.081
H61 3.786 -3.890 2.025
H62 1.908 -3.576 -0.372
H63 1.411 -3.779 1.302
H64 2.235 -5.107 0.464
H65 3.212 -1.676 0.363
C32 8.653 -4.757 -2.701
C33 8.065 -3.733 -1.744
C34 8.890 -2.455 -1.723
O7 7.998 -4.284 -0.429
H66 9.666 -5.037 -2.396
H67 8.055 -5.669 -2.701
H68 8.694 -4.370 -3.720
H69 7.040 -3.503 -2.039
H70 9.910 -2.661 -1.385
H71 8.460 -1.734 -1.027
H72 8.939 -1.999 -2.713
H73 8.896 -4.495 -0.149
C35 7.887 -9.036 -3.516
C36 6.551 -8.379 -3.207
C37 5.592 -9.354 -2.542
O8 5.972 -7.877 -4.411
H74 7.754 -9.872 -4.208
H75 8.560 -8.325 -3.998
H76 8.366 -9.409 -2.609
H77 6.709 -7.520 -2.552
H78 5.385 -10.201 -3.203
H79 4.638 -8.870 -2.333
H80 6.002 -9.737 -1.605
H81 5.825 -8.625 -5.002

Here are the Löwdin charges for atoms 1 to 99, given in e: -0.1048 -0.2431 -0.1946 -0.1280 0.0612 -0.2671 -0.1656 -0.1045 -0.1082 -0.0701 0.0539 -0.7751 0.1833 0.1666 0.1732 -0.3117 -0.1391 -0.0656 -0.0906 -0.1321 -0.2228 -0.1989 -0.1082 -0.0415 -0.4300 -0.0695 -0.5595 0.7551 -0.7012 -0.1418 0.8279 -0.2776 -0.0417 -0.0292 0.0625 0.0629 0.0638 0.0976 0.0714 0.1059 0.0916 0.0813 0.0922 0.1150 0.1128 0.0736 0.0800 0.0759 0.0802 0.1089 0.1131 0.0824 0.0959 0.0599 0.0612 0.0780 0.1152 0.0864 0.1071 0.1008 0.1239 0.1219 0.0912 0.0897 0.0828 0.0760 0.0629 0.0680 0.0585 0.0610 0.0748 0.1434 0.0780 0.0851 0.0252 -0.0655 -0.5011 -0.0651 -0.0547 0.0791 0.0781 0.0781 0.1363 0.0795 0.0783 0.0781 0.0733 -0.0512 -0.4866 -0.0438 -0.0633 0.0849 0.0562 0.0831 0.1171 0.0884 0.0616 0.0872 0.0898

=====

DFT (the ωB97M-V functional and the def2-TZVPD basis) results for 7 unconnected molecules or ions with the total composition C37H84Cl4.

Results
Max |F| ... 2.64 eV Å⁻¹
2S+1 ... 1
ΔE to the lowest compared entry with this formula, charge and spin ... 2.301 eV
Energy ... -89819.9509 eV
Structure (SMILES) ... ClC(Cl)(Cl)Cl.CCCCCC.CCCCCC.CCCCCC.CCCCCC.CCCCCC.CCCCCC
Highest occupied orbital energy ... -0.389 Eh
Net charge ... 0

CARTESIAN COORDINATES (ANGSTROEM)
C1 -1.939 -0.178 -1.563
Cl1 -2.479 0.111 0.128
Cl2 -2.544 1.046 -2.679
Cl3 -0.138 -0.130 -1.623
Cl4 -2.530 -1.791 -2.082
C2 -0.916 -5.024 2.776
C3 -0.891 -3.580 3.370
C4 0.497 -3.130 3.849
C5 0.452 -1.670 4.335
C6 1.664 -1.134 4.962
C7 1.473 0.345 5.262
H1 -0.651 -5.760 3.510
H2 -0.231 -5.148 1.917
H3 -1.961 -5.251 2.476
H4 -1.285 -2.966 2.572
H5 -1.555 -3.577 4.258
H6 1.263 -3.169 3.068
H7 0.835 -3.826 4.593
H8 0.159 -0.984 3.486
H9 -0.317 -1.576 5.135
H10 1.858 -1.705 5.854
H11 2.527 -1.384 4.405
H12 0.561 0.430 5.816
H13 2.290 0.786 5.850
H14 1.391 0.801 4.255
C8 -7.123 1.872 2.097
C9 -6.528 2.533 0.894
C10 -5.714 3.758 1.327
C11 -4.871 4.408 0.163
C12 -3.544 3.689 -0.181
C13 -3.027 4.177 -1.478
H15 -7.893 2.468 2.555
H16 -6.320 1.667 2.822
H17 -7.557 0.984 1.762
H18 -5.826 1.778 0.469
H19 -7.292 2.744 0.152
H20 -5.071 3.495 2.175
H21 -6.377 4.569 1.651
H22 -5.539 4.496 -0.726
H23 -4.675 5.450 0.320
H24 -2.881 3.841 0.654
H25 -3.694 2.596 -0.322
H26 -2.956 5.272 -1.474
H27 -1.992 3.851 -1.774
H28 -3.694 3.884 -2.294
C14 6.282 -0.632 -8.739
C15 6.547 -2.052 -8.162
C16 5.384 -2.547 -7.324
C17 4.966 -1.726 -6.104
C18 3.702 -2.188 -5.448
C19 3.326 -1.382 -4.209
H29 6.276 0.088 -7.895
H30 5.296 -0.488 -9.181
H31 7.084 -0.262 -9.395
H32 6.801 -2.804 -8.921
H33 7.497 -2.015 -7.559
H34 5.634 -3.543 -6.883
H35 4.469 -2.742 -7.917
H36 5.764 -1.807 -5.330
H37 5.006 -0.612 -6.316
H38 2.954 -2.232 -6.236
H39 3.895 -3.195 -5.027
H40 4.201 -1.284 -3.586
H41 3.011 -0.421 -4.477
H42 2.529 -1.859 -3.693
C20 -1.718 7.123 1.953
C21 -2.368 6.037 2.801
C22 -3.112 6.487 4.111
C23 -4.077 7.675 3.927
C24 -5.300 7.319 3.075
C25 -6.495 8.303 3.074
H43 -0.915 6.704 1.392
H44 -1.207 7.893 2.518
H45 -2.349 7.643 1.265
H46 -3.250 5.656 2.217
H47 -1.689 5.196 3.029
H48 -2.346 6.786 4.829
H49 -3.643 5.597 4.546
H50 -4.424 8.016 4.900
H51 -3.561 8.479 3.432
H52 -4.985 7.174 2.041
H53 -5.595 6.310 3.396
H54 -6.490 8.551 4.127
H55 -6.411 9.311 2.606
H56 -7.382 7.862 2.714
C26 3.028 -4.682 -2.449
C27 3.031 -6.235 -2.478
C28 2.007 -6.867 -1.507
C29 2.105 -8.351 -1.511
C30 1.145 -8.988 -0.452
C31 0.655 -10.331 -0.870
H57 2.069 -4.291 -2.885
H58 3.917 -4.352 -2.974
H59 3.191 -4.364 -1.438
H60 2.902 -6.754 -3.460
H61 4.040 -6.551 -2.140
H62 0.987 -6.571 -1.794
H63 2.270 -6.360 -0.564
H64 1.869 -8.681 -2.518
H65 3.163 -8.662 -1.366
H66 1.671 -9.086 0.504
H67 0.280 -8.304 -0.304
H68 -0.178 -10.771 -0.321
H69 0.299 -10.300 -1.872
H70 1.427 -11.111 -0.802
C32 0.567 3.906 0.575
C33 1.855 3.047 0.525
C34 1.628 1.604 1.028
C35 2.757 0.569 0.712
C36 2.475 -0.654 1.592
C37 3.355 -1.807 1.249
H71 -0.121 3.412 -0.085
H72 0.690 4.973 0.238
H73 0.226 3.916 1.615
H74 2.309 2.977 -0.443
H75 2.667 3.542 1.096
H76 0.651 1.307 0.595
H77 1.454 1.713 2.107
H78 2.771 0.194 -0.313
H79 3.747 1.014 0.893
H80 2.570 -0.263 2.629
H81 1.474 -1.054 1.437
H82 3.257 -2.093 0.183
H83 4.402 -1.523 1.417
H84 3.123 -2.658 1.877

Here are the Löwdin charges for atoms 1 to 99, given in e: -1.9599 0.5213 0.5683 0.5211 0.5063 -0.1147 -0.2524 -0.2095 -0.2597 -0.3244 -0.0876 0.0511 0.0695 0.0726 0.0925 0.1132 0.0923 0.1075 0.1245 0.1247 0.1086 0.0813 0.0650 0.0790 0.0584 -0.1280 -0.2783 -0.2085 -0.2042 -0.2929 -0.1698 0.0719 0.0847 0.0481 0.1107 0.1095 0.1071 0.0994 0.1190 0.0722 0.0888 0.0530 0.0759 0.0631 0.0667 -0.1166 -0.2631 -0.2495 -0.2656 -0.2776 -0.1041 0.0604 0.0690 0.0665 0.0976 0.1158 0.1183 0.1148 0.1209 0.1205 0.1106 0.0995 0.0759 0.0517 0.0432 -0.1043 -0.2410 -0.2088 -0.2233 -0.2702 -0.0919 0.0395 0.0724 0.0638 0.0788 0.1011 0.0967 0.1169 0.1052 0.0985 0.0840 0.1028 0.0572 0.0830 0.0461 -0.1078 -0.2695 -0.2691 -0.2378 -0.2613 -0.1422 0.0905 0.0519 0.0490 0.1138 0.1072 0.1191 0.1168 0.1047

=====

DFT (the ωB97M-V functional and the def2-TZVPD basis) results for 7 unconnected molecules or ions with the total composition C37H84F6N5O8S2.

Results
Max |F| ... 3.49 eV Å⁻¹
2S+1 ... 1
Energy ... -101514.2355 eV
Highest occupied orbital energy ... -0.558 Eh
Net charge ... +3

CARTESIAN COORDINATES (ANGSTROEM)
C1 -3.302 -1.857 -4.616
C2 -2.493 -1.423 -3.369
C3 -3.103 -0.417 -2.437
C4 -3.523 0.843 -3.230
N1 -4.144 1.963 -2.381
C5 -5.168 1.405 -1.372
C6 -6.002 2.655 -1.014
C7 -5.940 3.579 -2.295
C8 -4.927 2.917 -3.255
C9 -3.044 2.691 -1.702
H1 -3.262 -1.069 -5.362
H2 -4.355 -2.033 -4.382
H3 -2.893 -2.735 -5.106
H4 -1.523 -1.030 -3.684
H5 -2.214 -2.305 -2.774
H6 -2.583 -0.290 -1.470
H7 -4.077 -0.861 -2.119
H8 -4.298 0.501 -3.880
H9 -2.699 1.349 -3.745
H10 -4.591 0.877 -0.617
H11 -5.822 0.697 -1.900
H12 -5.747 3.111 -0.043
H13 -7.076 2.405 -0.920
H14 -5.605 4.544 -1.970
H15 -6.903 3.670 -2.763
H16 -4.251 3.565 -3.811
H17 -5.477 2.290 -3.935
H18 -2.291 3.025 -2.422
H19 -2.565 1.992 -0.988
H20 -3.485 3.596 -1.248
C10 -5.937 -0.095 4.611
C11 -4.520 0.178 5.140
C12 -3.842 1.476 4.762
C13 -2.454 1.472 5.329
N2 -1.620 2.553 4.687
C14 -1.251 2.323 3.172
C15 0.066 3.029 2.990
C16 0.771 2.992 4.384
C17 -0.248 2.415 5.338
C18 -2.202 3.900 5.022
H21 -5.977 0.238 3.568
H22 -6.812 0.289 5.109
H23 -6.129 -1.198 4.667
H24 -3.901 -0.637 4.745
H25 -4.508 0.017 6.210
H26 -4.444 2.274 5.164
H27 -3.651 1.689 3.710
H28 -2.027 0.483 5.166
H29 -2.431 1.658 6.416
H30 -2.109 2.569 2.555
H31 -1.167 1.228 3.182
H32 -0.181 4.042 2.648
H33 0.594 2.484 2.226
H34 1.167 3.983 4.686
H35 1.661 2.386 4.401
H36 -0.301 2.830 6.357
H37 -0.114 1.346 5.434
H38 -3.096 4.137 4.443
H39 -1.432 4.659 4.835
H40 -2.452 3.937 6.075
C19 2.136 -5.771 -5.669
C20 3.242 -6.008 -4.589
C21 2.886 -5.802 -3.107
C22 2.674 -4.208 -2.902
N3 2.654 -3.652 -1.573
C23 2.755 -2.093 -1.640
C24 3.059 -1.683 -0.224
C25 4.039 -2.726 0.262
C26 3.807 -3.991 -0.589
C27 1.334 -3.943 -0.875
H41 2.036 -4.734 -5.993
H42 1.183 -6.194 -5.327
H43 2.356 -6.347 -6.575
H44 4.178 -5.466 -4.809
H45 3.594 -7.058 -4.596
H46 3.773 -6.170 -2.515
H47 2.046 -6.433 -2.771
H48 1.758 -3.960 -3.423
H49 3.494 -3.676 -3.419
H50 1.808 -1.766 -2.012
H51 3.576 -2.004 -2.361
H52 2.173 -1.654 0.367
H53 3.472 -0.697 -0.229
H54 3.959 -2.890 1.345
H55 5.075 -2.347 0.163
H56 3.624 -4.962 -0.137
H57 4.657 -4.104 -1.264
H58 1.323 -3.390 0.077
H59 1.307 -5.035 -0.697
H60 0.540 -3.577 -1.512
C28 3.374 5.131 -4.402
C29 2.642 3.822 -4.474
C30 1.431 3.834 -3.518
O1 0.519 2.762 -3.776
C31 0.686 1.603 -2.975
N4 2.135 3.561 -5.896
H61 2.885 3.773 -6.565
H62 1.799 2.599 -6.082
H63 1.366 4.214 -6.088
H64 4.166 5.219 -5.107
H65 3.759 5.435 -3.410
H66 2.576 5.824 -4.664
H67 3.302 2.974 -4.306
H68 0.891 4.819 -3.647
H69 1.834 3.717 -2.506
H70 0.917 1.877 -1.924
H71 1.607 1.044 -3.212
H72 -0.215 0.996 -3.026
C32 4.118 -0.712 4.738
C33 3.363 -1.506 3.692
C34 3.082 -2.967 4.055
O2 2.367 -3.515 2.942
C35 1.669 -4.709 3.346
N5 1.967 -0.885 3.457
H73 1.515 -0.844 4.348
H74 2.049 0.039 3.110
H75 1.461 -1.454 2.790
H76 3.679 -0.959 5.707
H77 4.075 0.379 4.531
H78 5.130 -1.071 4.711
H79 3.827 -1.432 2.737
H80 2.417 -2.989 4.962
H81 3.928 -3.602 4.295
H82 2.359 -5.465 3.716
H83 1.132 -5.077 2.468
H84 0.990 -4.492 4.190
C36 -1.573 -1.824 1.043
F1 -2.352 -2.276 0.040
F2 -2.289 -1.730 2.165
F3 -0.576 -2.708 1.253
S1 -0.841 -0.244 0.701
O3 -1.956 0.691 0.540
O4 -0.069 -0.116 1.954
O5 -0.057 -0.544 -0.451
C37 4.126 2.497 0.133
F4 5.319 2.347 -0.396
F5 3.808 3.770 0.192
F6 3.231 1.884 -0.758
S2 3.987 1.694 1.769
O6 4.601 0.396 1.483
O7 4.705 2.622 2.557
O8 2.526 1.630 1.932

Here are the Löwdin charges for atoms 1 to 99, given in e: -0.0785 -0.2578 -0.1994 -0.0920 -0.2771 -0.0637 -0.1221 -0.1111 -0.0838 0.0214 0.0677 0.0844 0.0771 0.0960 0.1077 0.0754 0.1262 0.1147 0.1345 0.1246 0.1457 0.1178 0.1224 0.1031 0.1141 0.1414 0.1270 0.1035 0.0815 0.1201 -0.0899 -0.2484 -0.1955 -0.1536 -0.2501 -0.0880 -0.1248 -0.1137 -0.1089 0.0333 0.0685 0.0672 0.0910 0.1043 0.1184 0.1212 0.1128 0.1306 0.1527 0.1207 0.0984 0.1247 0.0731 0.1340 0.0926 0.1506 0.1161 0.1106 0.1163 0.1121 -0.0907 -0.2620 -0.1538 -0.1423 -0.2719 -0.0571 -0.1636 -0.1245 -0.0373 0.0392 0.0628 0.0760 0.0761 0.1107 0.1154 0.1202 0.1142 0.1281 0.1346 0.1130 0.1408 0.0816 0.0928 0.0902 0.1396 0.1343 0.1325 0.0818 0.1219 0.1041 -0.0213 -0.3188 -0.1567 -0.2051 -0.0885 0.2280 0.1780 0.1828 0.1761